Entry 1:
Entry from OMol25: a molecular structure, C26H19ClCoIN4O (ωB97M-V/def2-TZVPD).

Positions of all 53 atoms, in Å:
Co  -0.78  0.00  -0.24
C  -1.77  -2.77  -2.03
C  -1.44  -3.08  -0.61
C  -1.39  -4.41  -0.18
C  -1.13  -4.69  1.14
C  -0.96  -3.65  2.04
C  -1.02  -2.35  1.57
N  -1.22  -2.07  0.26
C  -0.90  -1.17  2.45
C  -0.78  -1.21  3.83
C  -0.71  0.00  4.52
C  -0.78  1.20  3.83
C  -0.91  1.17  2.45
N  -0.96  0.00  1.81
C  -1.03  2.35  1.57
C  -0.97  3.65  2.05
C  -1.14  4.69  1.15
C  -1.40  4.41  -0.17
C  -1.45  3.08  -0.60
C  -1.78  2.78  -2.03
N  -1.23  2.08  0.26
H  -2.60  -3.40  -2.37
H  -0.92  -2.99  -2.68
H  -2.05  -1.73  -2.17
H  -1.58  -5.20  -0.90
H  -1.08  -5.72  1.48
H  -0.79  -3.85  3.08
H  -0.74  -2.14  4.37
H  -0.62  -0.01  5.60
H  -0.75  2.14  4.37
H  -0.80  3.85  3.09
H  -1.10  5.72  1.49
H  -1.59  5.20  -0.88
H  -2.60  3.41  -2.36
H  -2.06  1.74  -2.16
H  -0.92  3.00  -2.67
Cl  5.31  0.00  -3.49
C  3.65  0.00  -3.12
C  2.72  0.00  -4.16
C  1.36  0.00  -3.90
I  -0.03  0.01  -5.44
C  0.87  0.00  -2.56
O  -0.35  0.01  -2.27
C  1.85  0.00  -1.49
N  1.34  0.00  -0.24
C  2.17  0.00  0.78
C  3.56  0.00  0.62
C  4.09  0.00  -0.64
C  3.23  0.00  -1.75
H  3.08  0.00  -5.18
H  1.73  0.00  1.77
H  4.20  -0.01  1.50
H  5.16  0.00  -0.80

Calculated values
⟨S²⟩   6.037
Charge   +2
Molar mass   624.76 g mol⁻¹
2S+1   5
Kohn-Sham gap (alpha / beta)   7.7 / 6.2 eV
E_HOMO (alpha / beta)   -14.1 / -14.5 eV



Entry 2:
Entry from OMol25: a molecular structure, C26H19Co2N2O7 (ωB97M-V/def2-TZVPD).

Positions of all 56 atoms, in Å:
C  6.02  -0.33  2.60
O  4.95  0.65  2.59
C  3.67  0.22  2.43
C  2.71  1.21  2.13
C  1.44  0.83  1.73
C  1.08  -0.53  1.71
N  -0.29  -0.89  1.71
C  -1.29  -0.14  1.03
N  -2.26  0.10  1.98
C  -3.46  0.89  1.79
C  -2.04  -0.69  3.08
C  -0.87  -1.34  2.90
C  2.02  -1.50  2.07
C  3.29  -1.14  2.48
H  6.93  0.28  2.61
H  5.96  -0.94  3.51
H  5.99  -0.97  1.71
H  3.02  2.25  2.18
H  0.69  1.59  1.51
H  -3.22  1.96  1.78
H  -3.95  0.64  0.84
H  -4.15  0.68  2.61
H  -2.72  -0.66  3.93
H  -0.35  -2.00  3.57
H  1.74  -2.55  2.05
H  4.02  -1.90  2.81
O  -4.87  1.47  -2.13
C  -3.78  1.83  -2.24
Co  -2.12  2.37  -2.49
C  -1.87  1.04  -3.64
O  -1.76  0.19  -4.40
C  -2.83  3.64  -3.47
O  -3.27  4.47  -4.15
C  -1.71  1.95  -0.66
C  -1.11  0.75  -0.25
C  -1.78  -0.60  -0.29
C  -1.09  -1.70  -1.01
C  -1.84  -2.80  -1.46
C  -1.24  -3.76  -2.27
C  0.12  -3.64  -2.61
C  0.88  -2.61  -2.06
C  0.28  -1.65  -1.25
Co  -0.05  1.89  -1.35
C  -0.43  3.22  -2.70
O  0.12  4.08  -3.28
C  0.75  0.92  -2.59
O  1.27  0.35  -3.45
C  1.37  2.74  -0.75
O  2.32  3.32  -0.42
H  -2.10  2.62  0.12
H  -2.87  -0.58  -0.38
H  -2.89  -2.87  -1.18
H  -1.83  -4.59  -2.65
H  0.58  -4.36  -3.29
H  1.95  -2.55  -2.26
H  0.89  -0.87  -0.78

Calculated values
Charge   -1
Energy relative to the best compared isomer or geometry (same formula, charge and spin)   6.30 kcal/mol
Molar mass   589.31 g mol⁻¹
Kohn-Sham gap   6.1 eV
E_HOMO   -3.5 eV